Entry 1:
40
Properties=species:S:1:pos:R:3:forces:R:3 method="wB97M-V/def2-TZVPD" smiles="CC(C)NC(=O)c1ccc2c3n(nc2c1)-c1ccc(Cl)cc1CO3" gap_ev=7.6128 e_lumo_ha=-0.0121 homo_ev=-7.94
O -1.6533 -1.5995 -3.1839 0.744 -1.001 -0.530
Cl 6.9264 -0.6534 5.2140 -0.038 -0.245 0.112
N 1.8226 -1.0842 0.6305 2.347 -0.630 1.016
O 1.5238 1.8646 2.7099 -0.296 -1.576 -0.884
C -2.0298 -0.7485 -2.4161 -1.513 0.303 -1.199
C 1.3868 0.8712 1.7534 1.876 -0.638 0.563
C 5.1106 -1.6932 3.4128 0.778 0.341 0.071
C 4.0144 -1.5532 2.5708 0.147 -0.538 -0.523
C 4.6578 0.4877 4.2915 0.289 0.075 0.130
C -1.4012 1.0166 -0.6806 -0.063 0.530 1.304
C 5.4682 -0.6589 4.2992 -1.355 0.155 -1.368
C -1.1358 -0.2144 -1.3567 1.557 -0.403 1.876
C 3.2638 -0.3899 2.5198 1.510 -0.554 0.940
C 3.5964 0.6507 3.3979 -0.694 0.424 0.286
C -0.0308 -0.9760 -0.9288 -1.533 1.166 -1.356
C -0.6563 1.4559 0.4191 -1.006 -0.668 -2.267
C 0.7670 -0.5078 0.1294 -0.806 -0.261 -0.520
C 0.4422 0.6752 0.7828 -0.889 1.754 0.751
N 2.2545 -0.2177 1.5988 -2.368 2.032 0.257
N -3.3209 -0.2573 -2.5762 1.098 -0.114 1.155
C 2.8248 1.9932 3.3065 1.104 -0.925 -0.812
C -5.6500 -0.3826 -3.0150 -0.659 0.027 0.750
C -4.0392 0.1468 -4.8494 0.520 0.245 -0.349
C -4.3011 -0.6780 -3.5928 1.073 1.003 0.032
H 5.7779 -2.5408 3.2327 -0.322 0.180 0.460
H 3.7940 -2.3382 1.8410 0.034 0.262 0.345
H 4.9418 1.3009 4.9633 -0.223 -0.133 -0.217
H -2.2670 1.5772 -1.0194 0.226 0.247 0.155
H 0.2812 -1.8222 -1.4919 -0.070 -0.775 -0.205
H -0.8067 2.3857 0.9167 -0.439 0.512 0.165
H -3.6385 0.4207 -1.9058 -0.151 -0.019 0.016
H 2.7015 2.4509 4.2919 -0.052 -0.036 -0.329
H 3.4230 2.6281 2.6241 -0.249 0.098 0.499
H -5.7671 0.6961 -2.7625 0.034 -0.570 -0.458
H -6.4171 -0.7012 -3.7301 -0.069 0.209 0.356
H -5.7546 -0.9164 -2.0532 -0.236 0.006 -0.492
H -4.6456 -0.2212 -5.6725 -0.041 -0.066 -0.215
H -2.9642 0.0513 -5.1236 -0.769 0.146 0.073
H -4.2996 1.2218 -4.7119 0.280 -0.698 0.103
H -4.2000 -1.7402 -3.8358 0.221 0.140 0.311


Entry 2:
52
Properties=species:S:1:pos:R:3:forces:R:3 method="wB97M-V/def2-TZVPD" gap_ev="8.6431 / 5.7682" multiplicity=4 e_lumo_ha="-0.2146 / -0.3137" charge=+2 homo_ev="-14.48 / -14.30" s2=3.86
Mn 0.2966 -0.2841 -0.0176 -1.982 1.501 1.271
C 2.8526 0.9839 -1.1317 0.164 0.326 -0.488
N 2.2328 0.0879 -0.1491 0.234 -0.052 -0.009
C 2.1181 -1.3230 -0.5146 0.479 -0.458 -1.000
C 1.5957 -1.4580 -1.9422 0.821 -0.465 -0.279
N 0.4229 -0.6137 -2.0165 -0.269 0.048 -0.984
C 0.0033 -0.1570 -3.2105 0.049 0.013 0.125
C -1.1745 0.6373 -3.2774 -0.673 0.309 0.423
F -1.9035 0.7246 -2.1409 0.069 -0.010 -1.009
C -1.6314 1.2881 -4.4036 -0.019 -0.087 0.418
F -2.7259 2.0284 -4.3338 0.224 -0.162 -0.112
C -0.9375 1.1446 -5.6171 -0.054 -0.033 0.098
F -1.3543 1.7537 -6.7020 0.211 -0.283 0.453
C 0.1846 0.3052 -5.6375 0.238 -0.222 0.241
F 0.8399 0.1083 -6.7648 -0.151 0.077 0.123
C 0.6274 -0.3339 -4.4853 0.168 -0.072 -0.589
F 1.6804 -1.1436 -4.6251 -0.302 0.286 0.020
C 2.8286 0.2755 1.1862 -0.230 0.196 0.895
C 1.7270 0.8025 2.1117 0.793 0.380 0.131
N 0.5810 -0.0522 1.8928 -0.015 0.026 -0.481
C -0.1366 -0.4306 2.9815 -0.435 -0.289 0.886
C -0.3484 0.3614 4.1361 -0.040 -0.081 -0.133
F 0.0688 1.6295 4.1407 -0.100 -0.268 0.083
C -1.0475 -0.1181 5.2379 0.083 -0.121 -0.222
F -1.2503 0.6758 6.2728 -0.005 -0.148 -0.056
C -1.5474 -1.4267 5.2400 0.117 0.097 -0.217
F -2.1926 -1.8939 6.2886 0.133 0.130 -0.268
C -1.3724 -2.2353 4.1054 0.104 0.146 -0.111
F -1.8480 -3.4688 4.0751 0.021 0.082 0.072
C -0.6911 -1.7250 3.0175 0.062 0.194 -0.361
F -0.4806 -2.4725 1.8997 -0.189 -0.264 0.708
H 3.8992 0.7167 -1.3089 -0.079 -0.034 0.071
H 2.8189 2.0071 -0.7529 -0.045 -0.143 0.070
H 2.3234 0.9789 -2.0833 0.004 -0.041 0.120
H 1.3406 -1.7745 0.1842 0.581 -0.399 0.002
H 3.0521 -1.8808 -0.3763 -0.370 -0.141 0.225
H 1.3158 -2.5018 -2.1447 0.122 0.132 0.085
H 2.3819 -1.2005 -2.6558 -0.148 -0.023 0.144
H 3.6604 0.9794 1.1539 0.005 -0.115 -0.100
H 3.1968 -0.6795 1.5761 -0.002 0.108 -0.149
H 1.4948 1.8507 1.8695 -0.029 -0.226 0.052
H 2.0771 0.7624 3.1462 -0.070 0.073 -0.088
N -1.7601 -0.8886 0.0848 -0.183 -0.255 -0.501
N -2.5995 0.0800 0.6943 -0.758 -0.135 0.093
C -2.2674 1.3887 0.6881 1.092 -0.124 -0.349
N -3.1308 2.2854 1.1237 -0.457 0.066 0.132
S -0.7282 1.8782 0.1483 0.097 -0.142 0.165
H -2.0477 -1.0231 -0.8989 0.067 0.226 0.516
H -1.9370 -1.7887 0.5505 0.248 0.517 -0.018
H -3.5800 -0.1777 0.8056 0.339 0.027 -0.036
H -4.0733 2.0576 1.4084 0.081 -0.007 -0.008
H -2.8566 3.2578 1.1688 -0.001 -0.159 -0.053


Entry 3:
39
Properties=species:S:1:pos:R:3:forces:R:3 method="wB97M-V/def2-TZVPD" gap_ev=1.8961 e_lumo_ha=-0.1192 homo_ev=-5.14
F -5.4405 -3.0436 0.0010 -0.953 0.555 -0.165
C -4.8654 -2.0513 -0.7037 3.293 -0.818 -0.153
F -5.3146 -2.0587 -1.9727 -0.992 0.257 0.413
F -5.1243 -0.8628 -0.1273 -1.193 0.075 -0.048
C -3.3657 -2.2663 -0.7142 -0.911 -0.001 -0.053
C -2.6095 -1.8196 -1.7830 -0.063 0.104 -0.109
C -1.2494 -2.0003 -1.7901 -0.210 0.141 -0.030
C -0.5991 -2.6360 -0.7216 0.605 -0.176 0.114
C 0.8061 -2.8331 -0.7447 -1.309 1.607 -2.264
C 1.5143 -3.4170 0.2070 2.739 -2.371 3.866
N 2.1602 -3.9442 1.0581 -0.998 1.143 -1.227
C -1.3858 -3.0743 0.3549 -0.235 0.045 0.179
C -2.7464 -2.8899 0.3546 -0.082 0.001 0.110
H -3.1156 -1.3372 -2.6056 0.070 0.059 -0.186
H -0.6615 -1.6547 -2.6216 0.155 0.074 -0.274
H 1.3518 -2.5048 -1.6116 0.096 0.083 -0.335
H -0.9004 -3.5646 1.1801 0.092 -0.170 0.219
H -3.3623 -3.2299 1.1741 0.083 -0.120 0.163
C 3.8720 -0.8227 2.3490 0.723 -1.506 1.016
O 3.4469 0.1878 1.4597 -3.916 2.308 0.427
C 2.2294 0.7016 1.7621 2.484 -0.681 -1.402
C 1.6701 1.7285 0.9891 0.331 0.169 -0.407
C 0.4047 2.3022 1.2547 0.144 -0.142 0.079
C -0.0785 3.3116 0.4555 0.029 -0.186 0.233
C 0.6588 3.7917 -0.6286 0.081 -0.100 0.030
C 0.1229 4.8867 -1.4835 0.125 0.165 -0.288
C 1.9073 3.2293 -0.8950 0.154 -0.181 0.115
C 2.4038 2.2216 -0.1068 0.133 0.075 -0.183
H 4.8480 -1.1737 2.0110 -0.229 0.140 -0.079
H 3.9751 -0.4228 3.3608 -0.029 0.047 -0.123
H 3.1726 -1.6616 2.3318 0.040 -0.071 -0.118
H 1.6856 0.3109 2.6083 0.092 -0.379 0.290
H -0.1708 1.9442 2.0893 -0.218 -0.099 0.190
H -1.0395 3.7526 0.6586 -0.201 -0.007 0.107
H 0.8216 5.1393 -2.2836 -0.090 -0.027 0.090
H -0.8224 4.5921 -1.9419 -0.036 0.007 0.072
H -0.0532 5.7875 -0.8935 -0.074 -0.031 0.033
H 2.4852 3.5945 -1.7268 0.104 0.039 -0.147
H 3.3684 1.7869 -0.3038 0.164 -0.021 -0.155


The evaluated ΔE to the lowest compared entry with this formula, charge and spin for the records listed, in turn: 60.6; 0.0; 0.0 kcal per mole.
The evaluated strongest force on any atom for the records listed, in turn: 0.061; 0.054; 0.103 hartree/bohr.
The evaluated energy for the records listed, in turn: -40012.8558; -97177.3391; -30611.9559 eV.